No. 1
Formula: C7H4Cl5N2O5SeV
Source: the Open Molecules 2025 dataset
Level of theory: ωB97M-V/def2-TZVPD

Last column: Mulliken spin population.
CARTESIAN COORDINATES (ANGSTROEM)
V  -0.0518  -0.0925  -0.8778  2.0858
Cl  1.7969  -1.1526  2.1020  0.0030
C  1.5091  0.5295  1.8425  -0.0410
C  0.7596  0.9071  0.7372  -0.0465
C  0.5312  2.2543  0.5572  -0.0234
Cl  -0.4432  2.6454  -0.8442  0.0015
C  1.0092  3.2453  1.3982  -0.0041
Cl  0.6858  4.9021  1.1025  -0.0008
C  1.7653  2.8378  2.4986  0.0060
Cl  2.3864  4.0144  3.5805  0.0008
C  2.0136  1.4796  2.7271  -0.0048
Cl  2.9351  0.9925  4.0900  -0.0011
O  0.6441  -1.8874  -1.1676  0.0152
Se  1.6870  -1.4415  -2.4718  0.0139
O  1.2060  -2.1514  -3.8107  0.0066
O  1.0723  0.1696  -2.3677  -0.0316
O  3.2102  -1.4937  -2.0360  0.0071
N  -1.9727  -2.6873  -1.2351  0.0040
C  -2.5948  -1.5919  -0.8164  0.0034
N  -3.9199  -1.6019  -0.6094  0.0015
O  -1.9706  -0.5118  -0.5906  0.0009
H  -2.4722  -3.5324  -1.4452  0.0005
H  -0.9592  -2.6514  -1.3619  0.0031
H  -4.4788  -2.4280  -0.7165  -0.0005
H  -4.3486  -0.7537  -0.2848  0.0005

Values from the calculation:
Multiplicity   3
Charge   0
Highest occupied orbital energy (alpha / beta)   -9.3 / -9.3 eV
F_max   0.0097 hartree/bohr
Gap between HOMO and LUMO (alpha / beta)   8.51 / 9.01 eV
Electronic energy   -174187.5267 eV
Energy relative to the best compared isomer or geometry (same formula, charge and spin)   0.0 kJ/mol



No. 2
Formula: C7H4ClFN2O2
Source: the Open Molecules 2025 dataset
Level of theory: ωB97M-V/def2-TZVPD

Last column: Löwdin charge in e.
CARTESIAN COORDINATES (ANGSTROEM)
N  -0.0359  -4.0179  -0.8412  0.1610
C  -0.3493  -2.9035  -0.7728  -0.1997
C  -0.7226  -1.5486  -0.5707  -0.0927
C  -0.9808  -0.9418  0.5683  -0.1309
C  -1.4820  0.3864  0.4429  -0.6115
Cl  -3.1479  0.7141  0.9987  0.6631
C  -0.9127  1.4393  -0.2405  -0.0995
C  0.3861  1.3140  -0.8603  0.0286
C  1.5062  0.9739  -0.2114  -0.1860
F  2.6757  1.1522  -0.9360  0.0644
N  1.7575  0.5736  1.0963  -0.3203
O  2.8934  0.4185  1.4547  0.1393
O  0.8279  0.5413  1.9164  0.0661
H  -0.9538  -1.0676  -1.5430  0.1405
H  -0.7872  -1.3241  1.5574  0.1368
H  -1.3597  2.3810  -0.3374  0.0963
H  0.6851  1.9093  -1.7213  0.1445

Values from the calculation:
Multiplicity   1
Charge   0
Highest occupied orbital energy   -9.8 eV
F_max   0.0887 hartree/bohr
SMILES string   N#C/C=C/C(Cl)=C\C=C(\F)[N+](=O)[O-]
Gap between HOMO and LUMO   7.99 eV
Electronic energy   -29632.7815 eV
Energy relative to the best compared isomer or geometry (same formula, charge and spin)   1.8 kJ/mol



No. 3
Formula: C7H4N5
Source: the Open Molecules 2025 dataset
Level of theory: ωB97M-V/def2-TZVPD

Last column: Löwdin charge in e.
CARTESIAN COORDINATES (ANGSTROEM)
C  -2.1421  2.0886  0.0802  -0.1460
C  -1.4055  -2.3006  -0.1322  -0.1049
C  -3.3386  -0.9432  0.4109  -0.0715
C  0.9307  0.4577  1.2731  -0.2163
C  -1.1421  1.0614  0.1568  -0.1840
C  -1.4928  -0.0523  -1.0396  0.0352
C  -2.0998  -1.1189  -0.2618  -0.0961
N  -2.9599  2.8905  -0.1023  0.2497
N  -0.7252  -3.2400  -0.0575  0.3306
N  -4.2074  -0.6129  1.0949  0.3315
N  -0.1735  1.2493  0.9433  0.1886
N  0.7497  -0.6777  1.7989  0.1955
H  1.8361  1.1233  1.1333  0.1589
H  -2.1288  0.5291  -1.6951  0.1533
H  -0.5814  -0.4843  -1.4053  0.1353
H  1.3811  -1.3276  2.0857  0.0402

Values from the calculation:
Multiplicity   1
Charge   +1
Highest occupied orbital energy (alpha / beta)   -14.9 / -14.9 eV
F_max   0.0982 hartree/bohr
Gap between HOMO and LUMO (alpha / beta)   5.75 / 5.75 eV
Electronic energy   -14760.0491 eV
Energy relative to the best compared isomer or geometry (same formula, charge and spin)   0.0 kJ/mol



No. 4
Formula: C7H4O
Source: the Open Molecules 2025 dataset
Level of theory: ωB97M-V/def2-TZVPD

Last column: Löwdin charge in e.
CARTESIAN COORDINATES (ANGSTROEM)
C  -0.1115  0.4675  1.1535  -0.0913
C  -0.2631  0.9700  -0.1019  -0.1047
C  0.2884  -0.9297  1.3825  -0.2360
C  -0.0395  0.0378  -1.1482  -0.0282
C  0.7781  -1.8285  0.5684  0.2330
C  0.0504  -0.9423  -1.8716  0.0244
C  0.7601  -1.8313  -2.7148  -0.2914
O  1.7006  -2.4797  -2.3027  0.0484
H  -0.3771  1.1373  2.0178  0.1211
H  -0.3091  2.0666  -0.2951  0.1221
H  0.5548  -1.4333  2.2874  0.0848
H  0.4366  -1.8574  -3.7664  0.1179

Values from the calculation:
Multiplicity   1
Charge   0
Highest occupied orbital energy   -9.3 eV
F_max   0.0438 hartree/bohr
Gap between HOMO and LUMO   8.69 eV
Electronic energy   -9364.0766 eV
Energy relative to the best compared isomer or geometry (same formula, charge and spin)   273.2 kJ/mol



> Which of these has the lowest F_max?

C7H4Cl5N2O5SeV